Entry 1:
Below is a single C4H4BrClOS molecule, with properties calculated with ωB97M-V/def2-TZVPD.

Each line ends with the Mulliken charge.
Atoms and positions in Å:
H 1.471 0.465 -0.962  0.416
H -2.595 1.226 -0.906  0.429
Cl -0.765 0.514 -2.954  -0.186
C -1.669 0.970 -0.479  -0.463
Br 1.412 1.967 1.326  -0.141
O 0.904 -0.886 1.632  -0.505
H 0.362 -1.117 2.445  0.356
C 0.439 0.246 0.895  0.416
C 0.602 -0.060 -0.624  -0.984
C -0.721 0.455 -1.290  0.414
S -1.340 0.651 1.222  -0.115
H 0.507 -1.059 -0.649  0.362

Properties
SMILES	O[C@@]1(Br)CC(Cl)=CS1
E_tot	-99659.197	eV
HOMO energy	-8.46	eV
LUMO level	0.43	eV

---

Entry 2:
Below is a single C4H4BrI molecule, with properties calculated with ωB97M-V/def2-TZVPD.

Each line ends with the Mulliken charge.
Atoms and positions in Å:
I -3.637 -0.686 0.021  0.024
H -1.002 1.466 0.414  0.311
H 0.825 -0.358 1.229  0.385
C 0.857 0.155 0.186  -0.368
H 1.378 1.165 0.168  0.287
C 1.648 -0.531 -0.836  -0.239
Br 2.719 -1.762 0.079  -0.044
H -0.684 0.721 -1.192  0.388
C -1.462 -0.651 0.107  -0.407
C -0.643 0.482 -0.175  -0.338

Properties
E_tot	-82348.497	eV
HOMO energy (spin up / spin down)	-8.57 / -8.57	eV
energy above the lowest of the compared OMol25 structures with the same formula, charge and spin	142.4	kcal/mol
LUMO level (spin up / spin down)	-1.26 / -1.23	eV

---

Entry 3:
Below is a 2-piece molecular cluster, C4H4BrN overall, with properties calculated with ωB97M-V/def2-TZVPD.

Each line ends with the Mulliken charge.
Atoms and positions in Å:
C -0.496 0.857 0.383  0.193
C 0.497 1.113 1.057  -0.123
H 1.337 -0.729 -1.597  0.342
H -1.828 -0.796 0.684  0.250
Br 1.804 2.675 1.448  -0.086
H -2.242 0.571 -0.502  0.297
C 1.653 -1.055 -0.674  0.007
H -0.993 -0.715 -0.905  0.224
N 1.756 -1.750 0.235  -0.354
C -1.489 -0.172 -0.130  -0.751

Properties
SMILES	CC#CBr.C#N
E_tot	-75740.828	eV
HOMO energy	-9.97	eV
energy above the lowest of the compared OMol25 structures with the same formula, charge and spin	81.4	kcal/mol
LUMO level	-0.72	eV

---

Entry 4:
Below is a single C4H4BrN molecule, with properties calculated with ωB97M-V/def2-TZVPD.

Each line ends with the Mulliken charge.
Atoms and positions in Å:
H -1.138 0.994 -0.210  0.230
H 0.984 -1.199 0.187  0.238
N 2.976 1.096 0.143  -0.436
C -2.167 -0.798 0.140  -0.388
C -0.933 -0.052 0.008  0.024
H -2.221 -1.852 0.356  0.376
C 0.713 -0.151 0.046  -0.606
C 1.919 0.554 -0.051  0.378
Br -3.797 0.098 -0.052  -0.112
H 3.665 1.309 -0.567  0.296

Properties
SMILES	N=C=C/C=C/Br
E_tot	-75741.441	eV
HOMO energy	-8.22	eV
energy above the lowest of the compared OMol25 structures with the same formula, charge and spin	67.3	kcal/mol
LUMO level	0.56	eV

---

Entry 5:
Below is a single C4H4BrN3 molecule, with properties calculated with ωB97M-V/def2-TZVPD.

Each line ends with the Mulliken charge.
Atoms and positions in Å:
C 2.198 1.941 -0.153  -0.305
C -2.302 -0.412 -0.723  -0.314
N 1.464 0.961 -0.022  0.098
Br -3.346 0.768 0.145  0.049
H 2.652 2.393 0.773  0.223
H -2.691 -2.275 0.298  0.428
C 0.468 0.303 0.015  -0.176
C -1.950 -1.562 -0.041  0.152
N 0.406 -1.015 0.119  0.033
H 2.579 2.227 -1.221  0.208
N -0.710 -1.854 0.379  -0.678
H 1.231 -1.474 0.431  0.283

Properties
E_tot	-78718.093	eV
HOMO energy (spin up / spin down)	-8.16 / -8.16	eV
energy above the lowest of the compared OMol25 structures with the same formula, charge and spin	119.0	kcal/mol
LUMO level (spin up / spin down)	-1.08 / -1.08	eV

---

Entry 6:
Below is a single C4H4BrNO molecule, with properties calculated with ωB97M-V/def2-TZVPD.

Each line ends with the Mulliken charge.
Atoms and positions in Å:
Br -2.559 0.726 -0.046  -0.082
C -1.013 -0.217 0.151  -0.398
C -0.416 -2.199 -0.154  -0.135
C 0.281 0.139 0.083  0.958
C 0.597 1.574 0.028  -0.952
H -0.768 -3.202 0.058  0.323
N 1.290 -0.720 -0.039  -0.523
H 0.699 2.005 1.045  0.235
H 1.415 1.706 -0.643  0.318
O 0.850 -1.992 -0.104  -0.026
H -0.377 2.180 -0.380  0.282

Properties
E_tot	-77786.561	eV
HOMO energy (spin up / spin down)	-8.37 / -8.37	eV
energy above the lowest of the compared OMol25 structures with the same formula, charge and spin	135.4	kcal/mol
LUMO level (spin up / spin down)	-0.11 / -0.11	eV